[1]
# C23H43N2O2P3Ru

A structure of composition C23H43N2O2P3Ru in a non-equilibrium geometry (wB97M-V/def2-TZVPD, the OMol25 dataset).

Values from the calculation:
**Strongest force on any atom**: 6.6 eV/Å
**LUMO energy (spin up / spin down)**: -9.25 / -13.65 eV
**Energy**: -62041.54532 eV
**Multiplicity**: 6
**⟨S²⟩**: 8.82
**Net charge**: +3
**Highest occupied orbital energy (spin up / spin down)**: -0.4639 / -0.5990 Eh

Geometry as XYZ:
```
74
C23H43N2O2P3Ru (wB97M-V/def2-TZVPD)
Ru 0.32 0.71 0.12
P 1.02 2.89 0.00
P -1.81 1.24 -0.52
P 2.42 -0.07 -0.38
H -2.78 -6.16 -5.40
C -1.98 -6.67 -4.84
C -2.23 -7.32 -3.71
H -3.24 -7.39 -3.30
C 1.28 3.55 -1.71
C -0.12 4.20 0.68
C 2.56 3.47 0.84
C -3.00 -0.15 -0.62
C -2.81 2.29 0.64
C -2.08 2.06 -2.13
C 2.57 -1.90 -0.43
C 3.82 0.26 0.77
C 3.09 0.43 -2.01
H -1.02 -6.76 -5.36
H -1.48 -7.97 -3.26
H 1.53 4.62 -1.66
H 0.38 3.41 -2.31
H 2.11 3.02 -2.19
H 0.38 5.18 0.67
H -0.36 3.95 1.72
H -1.03 4.27 0.10
H 3.12 4.15 0.19
H 3.20 2.64 1.11
H 2.29 4.01 1.76
H -4.04 0.22 -0.62
H -2.86 -0.80 0.25
H -2.83 -0.74 -1.52
H -3.52 2.91 0.08
H -2.19 2.93 1.25
H -3.38 1.64 1.32
H -3.14 2.08 -2.39
H -1.54 1.51 -2.91
H -1.70 3.09 -2.13
H 3.60 -2.21 -0.26
H 2.23 -2.29 -1.39
H 1.93 -2.31 0.35
H 4.55 -0.55 0.71
H 3.45 0.30 1.80
H 4.33 1.20 0.53
H 3.87 -0.26 -2.34
H 3.51 1.44 -1.96
H 2.28 0.43 -2.74
C -0.60 -2.39 -1.21
C -0.54 -1.88 -2.55
C -0.59 -2.75 -3.62
C -0.72 -4.12 -3.42
C -0.78 -4.63 -2.12
C -0.75 -3.81 -1.02
O -0.48 -1.66 -0.18
H 0.07 0.47 -1.46
H -0.44 -0.80 -2.68
H -0.55 -2.32 -4.62
H -0.76 -4.79 -4.28
H -0.90 -5.70 -1.99
H -0.82 -4.18 0.01
N 0.20 1.99 7.24
C -0.78 1.41 6.49
O -1.88 1.09 6.94
C -0.41 1.13 5.07
C 0.85 1.38 4.49
C 1.05 1.20 3.13
N 0.08 0.75 2.31
C -1.08 0.35 2.87
C -1.37 0.58 4.21
H -0.08 2.27 8.18
H 1.00 2.47 6.85
H 1.69 1.74 5.09
H 2.02 1.45 2.69
H -1.79 -0.14 2.20
H -2.36 0.32 4.55
```

Atomic partial charges in e from the Löwdin method, atoms 1 to 8:
1. Ru 0.5081
2. P 0.7309
3. P 0.7167
4. P 0.7307
5. H 0.1351
6. C 0.1816
7. C 0.2051
8. H 0.1321

[2]
# C12H25N2O7PS3

An isolated molecule of C12H25N2O7PS3 in a non-equilibrium geometry (wB97M-V/def2-TZVPD, the OMol25 dataset).

Values from the calculation:
**Strongest force on any atom**: 3.1 eV/Å
**LUMO energy**: -0.13 eV
**Energy**: -71948.94317 eV
**Net charge**: 0
**Highest occupied orbital energy**: -0.3173 Eh

Geometry as XYZ:
```
50
C12H25N2O7PS3 (wB97M-V/def2-TZVPD)
C 2.58 -2.32 1.60
S 1.42 -2.78 0.26
O 2.14 -2.71 -0.99
O 1.00 -4.13 0.56
C 0.00 -1.63 0.42
C -1.37 -2.34 0.10
P -1.45 -3.50 -1.40
N -3.01 -3.21 -2.11
O -0.35 -3.04 -2.58
O -2.53 -1.48 0.25
S -2.61 -0.31 -0.91
O -4.00 0.03 -0.95
O -1.88 1.07 -0.41
C -0.70 0.91 0.44
C -0.06 2.36 0.34
C -0.35 3.07 -1.03
C 0.49 4.36 -1.25
S 2.28 4.26 -0.88
C -1.21 0.72 1.88
C -0.27 1.35 2.98
C 1.06 0.46 3.35
O -0.27 0.67 4.19
C 0.29 -0.20 -0.10
C 0.65 -0.06 -1.60
N 1.79 0.89 -1.73
H 2.69 -1.23 1.69
H 2.16 -2.71 2.54
H 3.55 -2.79 1.40
H -0.01 -1.53 1.52
H -1.49 -3.05 0.93
H -3.21 -3.99 -2.73
H -2.95 -2.34 -2.65
H -0.84 -3.00 -3.42
H -0.56 3.05 1.04
H 1.01 2.24 0.54
H -0.27 2.43 -1.91
H -1.40 3.41 -0.98
H 0.09 5.24 -0.72
H 0.41 4.60 -2.33
H 2.58 2.98 -0.55
H -1.44 -0.30 2.23
H -2.13 1.32 2.05
H -0.15 2.45 2.98
H 1.16 -0.49 3.90
H 0.90 -0.07 2.36
H 1.24 0.09 0.40
H 0.97 -0.99 -2.09
H -0.20 0.31 -2.20
H 2.62 0.37 -1.99
H 1.63 1.55 -2.48
```

Atomic partial charges in e from the Löwdin method, atoms 1 to 8:
1. C -0.1205
2. S 0.6371
3. O -0.3108
4. O -0.3280
5. C -0.3016
6. C -0.4504
7. P 0.8964
8. N -0.1753